Computed, not measured: an isolated molecule of C6H11NO, with ωB97M-V/def2-TZVPD.

```
19
C6H11NO | the OMol25 dataset | ωB97M-V/def2-TZVPD
C 0.745 1.910 -0.746
C 0.547 0.607 -0.775
C -0.465 -0.169 -1.424
C -1.429 -0.855 -0.749
C -2.052 -0.346 0.523
C 1.541 -0.407 0.268
N 1.571 0.185 1.557
O 1.079 -1.685 0.252
H 0.073 2.597 -1.242
H 1.565 2.344 -0.192
H -0.207 -0.506 -2.425
H -2.071 -1.506 -1.332
H -2.234 -1.169 1.218
H -3.017 0.126 0.318
H -1.407 0.388 1.007
H 2.519 -0.338 -0.216
H 2.489 0.438 1.892
H 0.706 0.074 2.069
H 0.046 -1.689 -0.003
```

Summary:
Charge: 0
Highest occupied orbital energy (Ha): -0.3177
2S+1: 1
SMILES: C=C(/C=C\C)[C@@H](N)O